Entry 1:
Molecular formula: C26H34Br48N2OP
Method: DFT, ωB97M-V/def2-TZVPD

LUMO level: -2.50 eV
charge: +1
orbital gap: 8.5 eV
highest occupied orbital energy: -11.034 eV

Atoms and positions in Å:
C  -1.781  -0.253  0.316
C  -0.584  0.710  0.113
P  0.923  -0.082  -0.618
C  0.457  -1.582  -1.592
C  1.234  -2.867  -1.234
N  1.930  -0.518  0.787
C  3.054  0.154  0.940
N  3.614  -0.312  2.063
C  2.832  -1.288  2.617
C  3.114  -2.037  3.890
C  2.734  -3.523  3.658
C  1.211  -3.801  3.775
O  2.299  -4.188  4.782
C  1.744  -1.441  1.808
H  -1.392  -1.210  0.687
H  -2.273  -0.422  -0.645
H  -2.518  0.130  1.027
H  -0.277  1.055  1.112
H  -0.863  1.596  -0.463
H  -0.614  -1.803  -1.527
H  0.687  -1.341  -2.635
H  2.320  -2.777  -1.334
H  0.922  -3.635  -1.954
H  0.962  -3.277  -0.255
H  3.492  0.940  0.318
H  4.486  0.060  2.431
H  2.507  -1.723  4.742
H  4.179  -2.045  4.146
H  3.281  -4.078  2.894
H  0.962  -4.840  3.570
H  0.641  -3.211  4.488
H  0.884  -2.079  1.897
C  4.468  4.617  0.869
Br  6.042  4.159  1.879
Br  3.274  3.101  0.727
Br  3.582  6.155  1.599
H  4.793  4.871  -0.131
C  7.006  0.580  4.138
Br  5.416  1.372  4.882
Br  7.887  -0.560  5.409
Br  6.635  -0.349  2.478
H  7.686  1.388  3.901
C  -5.146  -1.177  -2.916
Br  -5.255  -2.461  -1.483
Br  -5.940  0.507  -2.431
Br  -3.336  -0.965  -3.537
H  -5.719  -1.572  -3.745
C  6.257  2.885  8.985
Br  5.608  3.997  7.552
Br  4.979  1.525  9.469
Br  7.982  2.137  8.566
H  6.387  3.521  9.851
C  3.482  7.890  6.522
Br  3.710  6.222  5.578
Br  2.873  7.610  8.328
Br  5.078  8.960  6.455
H  2.707  8.441  6.007
C  5.297  11.713  3.206
Br  6.891  11.159  4.140
Br  4.052  10.254  2.973
Br  4.466  13.229  4.052
H  5.601  12.026  2.218
C  8.762  4.163  12.444
Br  8.118  5.300  11.025
Br  7.478  2.805  12.926
Br  10.478  3.398  12.023
H  8.897  4.792  13.313
C  -4.893  -1.244  -7.563
Br  -5.384  0.452  -6.794
Br  -3.110  -1.211  -8.283
Br  -5.132  -2.692  -6.310
H  -5.569  -1.423  -8.397
C  -0.908  -5.047  -8.769
Br  -0.133  -3.638  -9.832
Br  -0.252  -5.016  -6.955
Br  -2.831  -5.006  -8.828
H  -0.594  -5.986  -9.205
C  -5.370  -6.452  0.069
Br  -4.848  -6.246  -1.773
Br  -5.192  -8.272  0.664
Br  -4.425  -5.222  1.219
H  -6.420  -6.199  0.131
C  -5.790  -0.461  -11.793
Br  -6.262  1.218  -10.976
Br  -4.002  -0.435  -12.503
Br  -6.055  -1.937  -10.578
H  -6.463  -0.611  -12.628
C  -8.431  -11.145  -0.840
Br  -8.928  -9.420  -0.132
Br  -6.654  -11.134  -1.590
Br  -8.642  -12.539  0.471
H  -9.114  -11.363  -1.649
C  8.736  -2.014  10.375
Br  7.458  -3.432  10.107
Br  9.620  -1.527  8.729
Br  7.940  -0.486  11.234
H  9.497  -2.395  11.041
C  -10.226  -0.330  -1.210
Br  -9.719  -0.091  -3.053
Br  -10.023  -2.163  -0.650
Br  -9.279  0.881  -0.047
H  -11.277  -0.088  -1.135
C  -3.551  4.336  -7.152
Br  -4.518  4.157  -5.490
Br  -4.271  3.183  -8.513
Br  -3.463  6.171  -7.734
H  -2.537  4.013  -6.965
C  -8.001  1.816  -14.842
Br  -7.520  0.051  -15.454
Br  -9.043  1.740  -13.224
Br  -6.453  2.945  -14.642
H  -8.625  2.260  -15.605

Atomic partial charges in e from the Löwdin method, atoms 1 to 99: -0.15 -0.38 1.04 -0.39 -0.15 -0.20 -0.23 0.11 -0.19 -0.05 -0.32 0.00 -0.09 0.00 0.06 0.03 0.08 0.07 0.07 0.06 0.07 0.07 0.08 0.06 0.01 -0.03 0.14 0.12 0.15 0.11 0.12 0.12 -1.59 0.59 0.69 0.59 -0.02 -1.57 0.58 0.60 0.68 -0.02 -1.63 0.55 0.55 0.55 -0.08 -1.63 0.52 0.57 0.52 -0.11 -1.62 0.52 0.59 0.55 -0.03 -1.63 0.55 0.54 0.59 -0.03 -1.60 0.61 0.57 0.58 -0.03 -1.63 0.54 0.55 0.59 -0.17 -1.63 0.56 0.56 0.55 -0.03 -1.63 0.55 0.56 0.54 -0.03 -1.58 0.54 0.59 0.67 -0.07 -1.63 0.55 0.55 0.58 -0.03 -1.62 0.58 0.54 0.53 -0.03 -1.63 0.55



Entry 2:
Molecular formula: C26H34BrGeN4OPtSe4
Method: DFT, ωB97M-V/def2-TZVPD

spin multiplicity: 5
LUMO level (spin up / spin down): -3.47 / -5.46 eV
charge: +1
orbital gap (spin up / spin down): 7.6 / 5.9 eV
highest occupied orbital energy (spin up / spin down): -11.101 / -11.346 eV

Atoms and positions in Å:
Pt  -0.986  0.026  0.287
Br  5.731  -2.414  1.680
C  4.118  -1.487  1.683
C  4.062  -0.151  1.996
C  2.822  0.490  1.984
C  1.684  -0.246  1.696
C  1.769  -1.537  1.217
C  3.005  -2.162  1.220
N  0.346  0.342  1.892
C  0.232  1.052  2.971
C  -0.850  1.987  3.310
C  -0.920  2.500  4.611
C  -1.970  3.324  4.906
C  -2.820  3.725  3.897
C  -2.620  3.190  2.618
N  -1.667  2.314  2.330
H  4.987  0.373  2.188
H  2.765  1.594  2.162
H  0.881  -2.058  0.910
H  3.116  -3.160  0.873
H  1.068  1.013  3.698
H  -0.176  2.218  5.391
H  -2.088  3.721  5.917
H  -3.650  4.392  4.095
H  -3.227  3.465  1.795
Se  -1.606  4.555  -1.072
Se  -3.024  4.022  -2.630
Se  -4.569  -0.399  -0.694
Se  -2.492  -0.219  -1.520
C  -3.828  -2.646  3.383
Ge  -2.215  -1.639  3.353
C  -0.638  -2.799  3.362
C  -2.087  -0.576  5.037
C  -2.374  -0.738  1.609
H  -3.920  -3.212  4.338
H  -3.799  -3.336  2.519
H  -4.677  -1.955  3.226
H  -0.547  -3.386  4.276
H  0.214  -2.169  3.198
H  -0.646  -3.479  2.473
H  -2.409  -1.218  5.853
H  -2.794  0.265  4.998
H  -1.076  -0.222  5.196
H  -3.065  0.106  1.726
H  -2.965  -1.484  1.112
C  1.562  -3.162  -5.117
C  1.247  -1.903  -5.919
N  1.123  -0.708  -5.078
C  -0.033  0.142  -5.307
C  0.060  0.736  -6.679
C  2.206  -0.303  -4.346
O  3.342  -0.688  -4.536
C  1.880  0.608  -3.175
C  2.691  1.669  -2.776
C  2.287  2.362  -1.662
C  1.230  1.952  -0.882
N  0.515  0.840  -1.165
C  0.836  0.223  -2.311
H  1.476  -3.992  -5.788
H  0.806  -3.279  -4.342
H  2.565  -3.106  -4.730
H  0.254  -1.973  -6.460
H  2.007  -1.691  -6.695
H  -0.135  0.950  -4.593
H  -0.894  -0.471  -5.153
H  0.943  1.327  -6.777
H  -0.773  1.409  -6.849
H  0.016  0.026  -7.503
H  3.593  1.936  -3.308
H  2.934  3.169  -1.307
H  0.988  2.526  0.023
H  0.184  -0.584  -2.635

The net atomic charges from Löwdin, expressed in e, are: 0.67 0.82 -0.71 -0.10 -0.03 -0.29 -0.04 -0.10 -0.04 -0.06 -0.30 -0.03 -0.06 -0.02 -0.11 0.12 0.11 0.14 0.10 0.10 0.15 0.14 0.13 0.12 0.09 0.02 0.04 0.36 0.19 -0.23 0.73 -0.21 -0.20 -0.55 0.04 0.03 0.03 0.03 -0.03 0.04 0.02 0.02 0.00 -0.04 -0.10 -0.06 -0.20 -0.08 -0.23 -0.06 -0.42 0.10 -0.08 0.03 -0.04 -0.15 -0.09 -0.10 0.07 0.08 0.07 0.13 0.13 0.11 0.11 0.08 0.08 0.08 0.14 0.13 0.11 0.09



Entry 3:
Molecular formula: C26H34ClN3O5
Method: DFT, ωB97M-V/def2-TZVPD

LUMO level: 0.55 eV
structure (SMILES): CCCCOc1c(Cl)cc(C(=O)N(C)CC(=O)Nc2ccc(N3CCOCC3)cc2)cc1OCC
charge: 0
orbital gap: 8.0 eV
highest occupied orbital energy: -7.436 eV

Atoms and positions in Å:
C  4.577  -7.433  -0.657
C  4.630  -7.013  -2.122
C  3.271  -6.584  -2.672
C  2.739  -5.316  -2.010
H  3.495  -4.524  -2.045
H  2.470  -5.505  -0.967
O  1.587  -4.929  -2.743
C  0.734  -3.985  -2.291
C  -0.516  -3.968  -2.923
C  -1.504  -3.057  -2.606
C  -1.254  -2.119  -1.615
C  -0.028  -2.122  -0.960
C  0.976  -3.023  -1.286
O  2.214  -3.017  -0.708
C  2.445  -2.256  0.464
C  1.755  -2.836  1.694
H  2.021  -2.249  2.569
H  0.674  -2.825  1.579
H  2.076  -3.863  1.850
H  3.531  -2.300  0.589
H  2.160  -1.209  0.310
H  0.123  -1.386  -0.188
C  -2.294  -1.173  -1.131
O  -2.478  -1.017  0.074
N  -3.040  -0.522  -2.047
C  -2.692  -0.352  -3.438
H  -1.690  -0.727  -3.630
H  -3.403  -0.878  -4.081
H  -2.727  0.711  -3.684
C  -4.165  0.277  -1.591
H  -4.602  -0.210  -0.716
H  -4.903  0.328  -2.394
C  -3.732  1.708  -1.224
O  -4.001  2.659  -1.929
N  -3.025  1.729  -0.076
C  -2.444  2.820  0.579
C  -2.601  4.136  0.161
C  -2.005  5.167  0.864
C  -1.242  4.923  2.007
C  -1.098  3.594  2.419
C  -1.682  2.564  1.717
H  -1.563  1.544  2.055
H  -0.537  3.366  3.313
N  -0.692  5.945  2.779
C  0.704  5.860  3.166
H  0.980  4.828  3.371
C  0.927  6.716  4.415
H  1.981  6.726  4.695
O  0.566  8.056  4.178
C  -0.783  8.141  3.787
C  -1.068  7.319  2.525
H  -2.136  7.371  2.311
H  -0.504  7.749  1.681
H  -0.985  9.199  3.609
H  -1.429  7.778  4.602
H  0.329  6.309  5.245
H  1.350  6.243  2.358
H  -2.134  6.173  0.498
H  -3.183  4.350  -0.719
H  -2.843  0.818  0.350
H  -2.458  -3.113  -3.103
Cl  -0.813  -5.147  -4.145
H  2.544  -7.387  -2.538
H  3.356  -6.390  -3.743
H  5.342  -6.194  -2.239
H  4.991  -7.854  -2.718
H  3.833  -8.213  -0.512
H  5.543  -7.819  -0.342
H  4.325  -6.590  -0.019

The net atomic charges from Löwdin, expressed in e, are: -0.11 -0.26 -0.18 -0.19 0.13 0.13 -0.06 -0.21 -0.56 -0.07 -0.14 0.05 -0.17 -0.07 -0.23 -0.05 0.08 0.07 0.08 0.13 0.12 0.12 -0.41 0.04 -0.08 -0.03 0.09 0.10 0.10 -0.05 0.13 0.13 -0.45 0.06 0.14 -0.22 -0.01 -0.02 -0.23 -0.02 -0.02 0.11 0.11 -0.11 -0.14 0.11 -0.20 0.13 -0.13 -0.19 -0.16 0.12 0.13 0.13 0.13 0.13 0.13 0.10 0.10 0.11 0.12 0.74 0.12 0.12 0.11 0.10 0.08 0.07 0.06



no.,DFT total energy (hartree)
1,-125089.404200
2,-15681.126117
3,-2011.813341